# 1
Here is a molecular structure, C24H58AsF6NO14P2S3 in a non-equilibrium geometry from the OMol25 dataset. Energies are from ωB97M-V with the def2-TZVPD basis set.

ORCA input file:
```
! RIJCOSX wB97M-V def2-TZVPD def2/J DEFGRID3
* xyz 1 2
N 2.2462 21.8789 6.3540
H 1.5049 22.5615 6.2856
H 2.1435 21.2285 5.5881
H 2.1143 21.1767 7.0679
H 3.1958 22.2042 6.2419
As 5.4562 23.7694 4.8528
F 6.9126 24.1679 5.7525
F 6.0823 22.2471 4.2526
F 3.9021 23.4796 3.9298
F 4.6959 25.3320 5.4554
F 6.0448 24.6739 3.4313
F 4.7334 22.8600 6.2772
C -2.0756 19.0069 5.7081
C -3.1613 19.6458 4.8458
C -2.9311 21.1472 4.7382
S -1.1262 21.3443 4.7433
O -0.6633 22.2484 5.7948
O -0.5312 21.5200 3.4440
C -0.7351 19.5852 5.2324
H -2.0292 17.9188 5.6634
H -2.2433 19.1448 6.7763
H -4.1094 19.3841 5.3157
H -3.0973 19.2051 3.8509
H -3.2728 21.6174 5.6603
H -3.3704 21.6864 3.8990
H 0.0567 19.7017 5.9724
H -0.3828 19.0845 4.3305
C -2.8512 22.6032 9.8041
C -2.0100 22.3364 11.0691
C -0.7779 21.4419 10.7069
S -0.4462 21.7944 8.9609
O -0.5274 20.5020 8.2526
O 0.7387 22.6508 8.9168
C -1.9380 22.8060 8.6381
H -3.4863 23.4889 9.7931
H -3.6475 21.8685 9.6846
H -2.5196 21.9341 11.9446
H -1.5904 23.2946 11.3754
H -1.0884 20.4002 10.7875
H 0.1632 21.5434 11.2474
H -2.3105 22.6955 7.6197
H -1.6344 23.8496 8.7198
C 1.0274 27.0491 3.1684
C 0.6319 25.7306 2.4710
C -0.0606 24.8089 3.5368
S 0.3899 25.4728 5.2758
O 1.1260 24.4096 5.9440
O -0.8134 26.1676 5.7556
C 1.5636 26.7731 4.5246
H 0.2151 27.7758 3.1765
H 1.7265 27.5844 2.5259
H 1.5211 25.2144 2.1089
H 0.0376 26.0655 1.6209
H 0.4275 23.8376 3.4565
H -1.1238 24.6282 3.3784
H 2.5230 26.2559 4.5335
H 1.6455 27.6754 5.1307
C 1.2552 15.1819 3.6183
C 1.9951 16.4008 3.1028
O 1.8319 17.4717 3.9859
P 2.4853 18.9188 3.5667
O 2.2988 20.0061 4.5549
O 1.8037 19.2225 2.1532
C 2.4928 20.0668 1.1858
C 2.2224 21.4934 1.6075
O 4.0606 18.6704 3.2554
C 5.0785 18.5613 4.1995
C 6.0503 17.3143 3.8814
H 1.3850 15.0609 4.6937
H 0.2383 15.5072 3.3988
H 1.6141 14.2612 3.1581
H 3.0717 16.2314 3.1170
H 1.6982 16.6809 2.0921
H 3.5616 19.8716 1.0977
H 2.0629 19.9518 0.1907
H 2.3665 21.7917 2.6459
H 2.9648 22.1117 1.1029
H 1.2520 21.8377 1.2499
H 5.6987 19.4574 4.1755
H 4.6741 18.4268 5.2027
H 5.6671 16.3645 4.2546
H 6.3167 17.1471 2.8378
H 6.9772 17.2588 4.4522
C 5.1828 15.3906 8.0310
C 5.4436 16.8622 8.4813
O 4.6327 17.7895 7.7604
P 3.0486 18.0950 8.2084
O 2.4858 19.3170 7.5164
O 2.2724 16.6789 7.9758
C 0.8599 16.7085 7.9835
C 0.2080 16.0272 9.2182
O 3.1646 18.2020 9.8047
C 2.3542 19.1555 10.5418
C 3.1410 20.4906 10.7228
H 4.1963 15.0138 8.3011
H 5.1443 15.3779 6.9418
H 5.9806 14.6897 8.2767
H 5.4215 17.0873 9.5476
H 6.4498 17.1684 8.1952
H 0.4041 17.6745 7.7663
H 0.6222 15.9885 7.2005
H 0.5767 16.5568 10.0966
H -0.8794 15.9530 9.2054
H 0.6156 15.0167 9.2468
H 1.3543 19.3610 10.1595
H 2.1359 18.6779 11.4970
H 2.5451 21.3370 11.0642
H 3.9362 20.3603 11.4568
H 3.5333 20.8806 9.7836
*
```

Properties
ΔE to the lowest compared entry with this formula, charge and spin (kJ/mol): 0.0
⟨S²⟩: 0.7584
Frontier orbital gap (alpha / beta) (eV): 10.23 / 3.89
HOMO level (alpha / beta) (eV): -12.62 / -12.62
Total energy (a.u.): -6769.5429

Here are the Mulliken charges for atoms 1 to 5, given in e: N 0.79; H 0.21; H 0.03; H 0.18; H 0.59



# 2
Here is 8 unconnected molecules or ions with the total composition H16O8 in a non-equilibrium geometry from the OMol25 dataset. Energies are from ωB97M-V with the def2-TZVPD basis set.

ORCA input file:
```
! RIJCOSX wB97M-V def2-TZVPD def2/J DEFGRID3
* xyz 0 1
O 0.2427 2.0618 1.5305
H 1.1119 1.5471 1.5461
H -0.0996 1.3406 1.1520
O -0.4266 -0.1283 0.0220
H -0.9204 -0.6452 -0.7210
H 0.1951 -0.6741 0.3818
O -2.5027 -1.4977 2.2416
H -2.0401 -0.7322 2.5329
H -2.2186 -1.6553 1.3572
O -2.0633 2.1132 -2.1205
H -2.2530 1.8078 -1.1386
H -1.0707 1.6808 -2.1963
O 0.8081 1.5368 -1.9027
H 0.7170 0.9332 -1.0117
H 1.3405 2.2228 -1.6210
O 2.6276 0.9541 1.5375
H 3.2210 0.5941 2.3284
H 2.6798 0.2793 0.7813
O 1.7837 -1.6561 0.5266
H 2.1025 -2.1388 1.3979
H 2.2448 -2.1333 -0.2128
O -1.4583 -1.6797 -1.9675
H -2.1226 -2.4538 -1.5519
H -1.8988 -1.6773 -2.8917
*
```

Properties
ΔE to the lowest compared entry with this formula, charge and spin (kJ/mol): 412.6
Frontier orbital gap (eV): 9.55
HOMO level (eV): -10.09
Total energy (a.u.): -611.4255

Here are the natural (NBO) charges for atoms 1 to 5, given in e: O -0.96; H 0.47; H 0.45; O -1.01; H 0.52



# 3
Here is 3 unconnected molecules or ions with the total composition C21H43IN3O3PS in a non-equilibrium geometry from the OMol25 dataset. Energies are from ωB97M-V with the def2-TZVPD basis set.

ORCA input file:
```
! RIJCOSX wB97M-V def2-TZVPD def2/J DEFGRID3
* xyz 0 1
C -3.6248 0.6619 3.2107
C -5.0939 0.9179 2.4658
P -5.1017 0.3035 0.6473
C -6.8736 0.2151 -0.0608
C -8.0160 0.9868 0.8319
C -3.9102 1.3119 -0.4526
N -4.4377 1.5826 -1.8660
C -5.2686 2.7099 -1.8348
S -6.7085 3.6188 -1.5049
O -2.5386 0.7875 -0.5381
C -2.5084 -0.6807 -0.2320
O -1.9744 -0.9804 0.9849
C -3.0121 -1.8422 -1.2747
C -3.6234 -3.1911 -0.5729
O -3.5876 -4.3262 -1.3215
I -4.5182 -3.3501 1.4165
H -2.7213 1.0979 2.5852
H -3.3860 -0.5005 3.3375
H -3.5875 1.1276 4.3004
H -5.3644 2.0589 2.5927
H -5.8636 0.2194 3.0490
H -7.2058 -0.9296 -0.1003
H -6.9694 0.5978 -1.1790
H -9.0802 0.8172 0.3264
H -7.8570 2.1694 0.8034
H -8.1168 0.6022 1.9356
H -3.8200 2.3883 0.0543
H -2.0702 -2.2001 -1.9152
H -3.7750 -1.3733 -2.0296
C 1.0370 0.4192 -0.7870
C 1.8999 0.8278 -1.9807
N 1.2079 0.7465 -3.2694
C 2.1095 0.8697 -4.4194
C 2.8365 2.1979 -4.6081
C -0.0474 1.4937 -3.3814
C 0.0006 2.9980 -3.1314
H 0.6258 -0.5856 -0.9215
H 1.6449 0.4147 0.1232
H 0.2112 1.1175 -0.6226
H 2.7578 0.1450 -1.9967
H 2.3001 1.8294 -1.7998
H 1.5600 0.6344 -5.3395
H 2.8669 0.0788 -4.3404
H 2.1713 2.9721 -4.9919
H 3.6380 2.0748 -5.3442
H 3.2985 2.5547 -3.6854
H -0.7700 1.0565 -2.6805
H -0.4938 1.3142 -4.3675
H 0.6005 3.2612 -2.2574
H -1.0142 3.3716 -2.9529
H 0.3880 3.5373 -3.9974
C 6.8930 -0.6892 3.8107
C 6.2150 -0.9322 2.4624
N 5.6675 -2.2822 2.3077
C 5.2715 -2.5918 0.9300
C 4.1257 -1.7853 0.3260
C 4.7251 -2.7237 3.3389
C 3.4688 -1.8851 3.5543
H 7.6773 -1.4284 3.9981
H 7.3568 0.3022 3.8170
H 6.1779 -0.7184 4.6380
H 6.9791 -0.7704 1.6928
H 5.4495 -0.1661 2.3099
H 5.0313 -3.6595 0.8516
H 6.1524 -2.4594 0.2881
H 3.1586 -2.0991 0.7201
H 4.0949 -1.9479 -0.7566
H 4.2415 -0.7117 0.4873
H 5.2634 -2.7791 4.2938
H 4.4271 -3.7613 3.1428
H 3.6750 -0.8126 3.5674
H 3.0195 -2.1410 4.5207
H 2.7148 -2.0875 2.7918
*
```

Properties
Frontier orbital gap (eV): 6.70
HOMO level (eV): -8.02
Total energy (a.u.): -2252.8212

Here are the Mulliken charges for atoms 1 to 5, given in e: C -0.77; C -0.50; P 0.49; C -0.56; C -0.90



# 4
Here is 4 unconnected molecules or ions with the total composition C33H37BrF24N5O4S2 from the OMol25 dataset. Energies are from ωB97M-V with the def2-TZVPD basis set.

ORCA input file:
```
! RIJCOSX wB97M-V def2-TZVPD def2/J DEFGRID3
* xyz 1 1
C 3.6772 -0.0193 1.1255
C 2.5225 0.9591 1.2986
N 1.3002 0.3633 1.9156
C 1.2045 0.5718 3.3760
C 2.4209 0.2666 4.2337
C 1.0297 -0.9095 1.4528
S 1.4480 -2.3412 2.0931
S 0.1391 -0.9070 -0.0931
C -1.1517 0.3338 0.2469
C -2.5843 -0.2478 0.0604
C -3.5660 0.1013 1.1982
C -4.0440 -1.0036 2.0947
N -3.5583 -2.1998 2.4443
C -2.3569 -2.8641 1.9873
C -2.7372 -3.8217 0.8588
O -3.6986 -3.6494 0.2009
Br -1.5968 -5.3074 0.5827
C -4.3931 -2.7920 3.3579
C -5.4256 -1.9621 3.5847
N -6.5143 -2.1156 4.4381
N -5.1911 -0.8484 2.7794
C -6.0320 0.3016 2.7351
C -5.9628 1.2377 3.7472
C -6.7806 2.3482 3.6656
N -7.6520 2.5688 2.6847
C -7.6949 1.6477 1.7251
C -6.9074 0.5129 1.6916
H 4.5998 0.5530 1.1139
H 3.6460 -0.5313 0.1847
H 3.7502 -0.7068 1.9527
H 2.2553 1.3933 0.3405
H 2.8437 1.7878 1.9134
H 0.9437 1.6187 3.4971
H 0.3384 0.0123 3.7120
H 3.0945 1.1123 4.2783
H 2.0804 0.0924 5.2489
H 2.9423 -0.6257 3.9282
H -0.9859 0.7105 1.2470
H -1.0261 1.1718 -0.4233
H -2.5753 -1.3046 -0.1380
H -2.9778 0.2170 -0.8329
H -4.4714 0.4933 0.7568
H -3.1960 0.8943 1.8411
H -1.6018 -2.1787 1.6539
H -1.9774 -3.4573 2.8066
H -4.2376 -3.7511 3.8043
H -7.3333 -2.4360 3.9318
H -6.7667 -1.2321 4.8635
H -5.2912 1.1155 4.5792
H -6.7173 3.0962 4.4381
H -8.3990 1.8105 0.9267
H -6.9818 -0.1774 0.8701
C -3.8978 6.6742 -2.5216
C -2.4238 7.0580 -2.3283
C -1.3627 6.1815 -2.9920
F -1.3838 4.9237 -2.4970
F -0.1490 6.7098 -2.7212
F -2.1530 7.1766 -1.0104
F -2.2739 8.2855 -2.8925
O -4.5193 5.9826 -1.4517
C -4.5267 4.6274 -1.3364
C -3.8379 4.1841 -0.0431
F -2.5429 4.5351 -0.0269
F -3.9104 2.8237 0.0443
F -4.0114 3.9943 -2.4050
F -5.8166 4.2340 -1.2232
H -4.4251 7.6251 -2.5588
H -4.0744 6.1898 -3.4815
H -1.5025 6.1490 -4.0754
H -4.3396 4.6223 0.8210
C 4.4740 2.1441 -3.1640
C 5.1898 2.7017 -4.4097
C 4.7218 2.2304 -5.7910
F 4.9113 0.9059 -5.9465
F 5.4496 2.8709 -6.7308
F 6.5183 2.5096 -4.2893
F 4.9659 4.0461 -4.3943
O 5.1264 1.0925 -2.4684
C 4.9147 -0.2262 -2.7670
C 6.1912 -0.9326 -3.2320
F 6.6727 -0.3938 -4.3610
F 5.8530 -2.2243 -3.4651
F 3.8990 -0.3943 -3.6310
F 4.5807 -0.8771 -1.6245
H 4.4807 2.9718 -2.4571
H 3.4266 1.9185 -3.3614
H 3.6677 2.4644 -5.9431
H 6.9586 -0.8878 -2.4572
C 3.3271 -4.8865 0.1931
C 2.7624 -6.2649 -0.1896
C 3.4207 -7.5084 0.4148
F 4.6998 -7.6212 0.0140
F 2.7465 -8.5996 -0.0109
F 2.7105 -6.3802 -1.5307
F 1.4749 -6.2799 0.2733
O 4.1858 -4.2476 -0.7315
C 5.5458 -4.4157 -0.7235
C 6.0556 -4.9992 -2.0450
F 5.5356 -6.2234 -2.2597
F 7.4011 -5.1139 -1.9708
F 5.9689 -5.1299 0.3332
F 6.0949 -3.1814 -0.6115
H 2.4525 -4.2378 0.2232
H 3.7424 -4.8859 1.2009
H 3.3816 -7.4750 1.5074
H 5.7916 -4.3479 -2.8742
*
```

Properties
Frontier orbital gap (eV): 8.28
HOMO level (eV): -10.99
Total energy (a.u.): -7621.3704

Here are the Mulliken charges for atoms 1 to 5, given in e: C -1.00; C -0.94; N 0.08; C -0.69; C -1.12



Which value of total energy does entry 4 give?
-7621.3704 a.u.